[1]
{"formula": "C45H57BClIN7O3S2Ti", "method": "wB97M-V/def2-TZVPD", "elements": ["Ti", "N", "C", "N", "C", "C", "S", "C", "C", "S", "C", "N", "N", "H", "H", "H", "H", "H", "H", "I", "C", "H", "H", "C", "C", "C", "N", "H", "H", "H", "H", "H", "C", "C", "C", "C", "Cl", "C", "C", "C", "O", "C", "C", "O", "O", "H", "H", "H", "H", "H", "H", "H", "H", "C", "C", "C", "C", "C", "C", "C", "C", "C", "C", "C", "C", "N", "B", "N", "C", "C", "C", "C", "C", "C", "C", "C", "C", "C", "C", "C", "C", "C", "H", "H", "H", "H", "H", "H", "H", "H", "H", "H", "H", "H", "H", "H", "H", "H", "H", "H", "H", "H", "H", "H", "H", "H", "H", "H", "H", "H", "H", "H", "H", "H", "H", "H", "H", "H"], "xyz": [[14.223, 15.096, 12.507], [12.880, 17.354, 14.906], [13.924, 16.583, 15.313], [14.448, 15.680, 14.545], [15.470, 14.878, 15.140], [15.584, 15.064, 16.505], [14.656, 16.436, 16.998], [16.202, 13.889, 14.324], [17.229, 13.079, 14.727], [18.170, 12.486, 13.408], [17.248, 13.512, 12.342], [16.126, 13.988, 12.872], [17.553, 13.633, 11.019], [12.160, 16.854, 14.315], [12.335, 17.921, 15.578], [16.103, 14.487, 17.243], [17.437, 12.754, 15.766], [18.316, 13.083, 10.602], [16.851, 14.186, 10.492], [16.040, 17.285, 11.528], [13.954, 16.839, 11.815], [13.526, 16.881, 10.811], [13.475, 17.682, 12.344], [14.233, 12.538, 7.341], [13.377, 13.267, 8.387], [14.094, 13.851, 9.480], [14.517, 14.062, 10.540], [13.772, 12.539, 6.310], [14.447, 11.545, 7.682], [15.157, 13.142, 7.239], [12.577, 12.587, 8.832], [12.801, 14.198, 7.993], [8.419, 16.983, 9.312], [7.760, 15.627, 9.616], [6.568, 15.320, 8.947], [5.836, 14.112, 9.124], [4.290, 14.026, 8.511], [6.401, 13.131, 9.977], [7.552, 13.419, 10.697], [8.267, 14.609, 10.524], [9.192, 14.954, 11.524], [10.397, 14.198, 11.565], [11.336, 14.689, 12.682], [10.944, 15.363, 13.608], [12.546, 14.212, 12.516], [8.113, 17.372, 8.352], [9.517, 16.880, 9.316], [8.214, 17.766, 10.059], [6.157, 16.077, 8.313], [5.939, 12.133, 10.041], [7.887, 12.730, 11.474], [10.921, 14.180, 10.598], [10.135, 13.125, 11.751], [8.358, 6.347, 10.469], [9.662, 7.144, 10.024], [9.155, 8.366, 9.155], [10.821, 6.407, 9.343], [10.738, 5.958, 8.006], [11.910, 5.733, 7.321], [13.161, 6.069, 7.851], [13.328, 6.550, 9.167], [14.622, 6.921, 9.800], [15.434, 7.916, 8.962], [15.496, 5.672, 10.048], [12.127, 6.439, 9.962], [12.295, 6.291, 11.305], [13.244, 6.924, 12.226], [12.633, 6.655, 13.520], [11.602, 5.713, 13.342], [11.379, 5.518, 12.042], [12.977, 7.017, 14.843], [12.014, 7.413, 15.784], [12.410, 7.528, 17.098], [13.723, 7.565, 17.452], [14.700, 7.386, 16.458], [14.381, 7.084, 15.130], [15.471, 6.992, 14.041], [15.505, 8.362, 13.300], [16.804, 6.625, 14.633], [10.514, 7.712, 15.509], [9.552, 6.513, 15.498], [10.344, 8.688, 14.283], [8.138, 5.629, 9.688], [8.477, 5.834, 11.421], [7.500, 7.042, 10.472], [10.090, 7.719, 10.907], [8.368, 8.098, 8.417], [10.030, 8.795, 8.614], [8.836, 9.178, 9.843], [9.756, 5.783, 7.488], [11.966, 5.400, 6.291], [14.064, 5.865, 7.281], [14.352, 7.435, 10.739], [15.490, 7.558, 7.938], [16.410, 7.958, 9.435], [15.023, 8.961, 8.966], [15.855, 5.182, 9.157], [14.922, 4.896, 10.603], [16.305, 5.828, 10.726], [11.091, 5.286, 14.169], [10.659, 4.807, 11.527], [11.688, 7.525, 17.921], [14.017, 7.686, 18.468], [15.696, 7.305, 16.849], [15.223, 6.192, 13.362], [16.089, 9.160, 13.816], [14.459, 8.680, 13.109], [16.015, 8.286, 12.334], [17.267, 7.466, 15.157], [17.500, 6.335, 13.903], [16.655, 5.805, 15.389], [10.324, 8.281, 16.372], [9.321, 6.241, 14.456], [8.611, 6.701, 16.056], [9.983, 5.649, 16.036], [9.688, 9.551, 14.527], [9.845, 8.116, 13.490], [11.286, 9.092, 13.860]], "mulliken_spin": [1.716, 0.021, 0.072, -0.044, 0.015, -0.009, 0.008, -0.003, 0.014, 0.001, 0.012, 0.022, 0.002, 0.004, 0.000, 0.001, 0.001, 0.001, 0.000, -0.006, -0.019, 0.030, 0.015, 0.010, 0.005, 0.105, -0.043, -0.001, -0.001, -0.001, 0.014, 0.004, -0.001, 0.000, 0.000, 0.000, 0.000, 0.000, 0.000, 0.001, -0.001, 0.002, 0.010, 0.001, 0.042, 0.000, 0.001, 0.000, 0.000, 0.000, 0.000, -0.001, -0.001, 0.000, 0.000, 0.000, 0.000, 0.000, 0.000, 0.000, 0.000, -0.001, 0.000, 0.000, 0.000, -0.002, 0.003, 0.000, 0.000, 0.000, 0.000, 0.000, 0.000, 0.000, 0.000, 0.000, 0.001, -0.001, 0.000, 0.000, 0.000, 0.000, 0.000, 0.000, 0.000, 0.000, 0.000, 0.000, 0.000, 0.000, 0.000, 0.000, 0.001, 0.000, 0.000, 0.000, 0.000, 0.000, 0.000, 0.000, 0.000, 0.000, 0.000, 0.000, 0.000, 0.000, 0.000, 0.001, 0.000, 0.000, 0.000, 0.000, 0.000, 0.000, 0.000, 0.000, 0.000, 0.000], "orbital_gap_ev": [3.4, 3.3], "spin_multiplicity": 3, "largest_force_ev_per_a": 5.290, "homo_ev": [-1.7, -1.7], "lumo_energy_ev": [1.70, 1.67], "e_tot_ev": -130245.6936, "relative_energy_kj_mol": 632.0, "charge": -1}

***

[2]
{"formula": "C45H57HgN6O2", "method": "wB97M-V/def2-TZVPD", "elements": ["Hg", "C", "C", "C", "C", "C", "N", "C", "C", "C", "N", "C", "C", "C", "C", "C", "C", "C", "C", "N", "C", "C", "C", "N", "C", "C", "C", "C", "O", "C", "O", "H", "H", "H", "H", "H", "H", "H", "H", "H", "H", "H", "H", "H", "H", "H", "H", "H", "H", "H", "H", "H", "H", "H", "H", "H", "H", "H", "H", "C", "C", "C", "C", "C", "C", "C", "C", "C", "C", "C", "C", "N", "C", "C", "C", "C", "C", "N", "C", "C", "C", "C", "H", "H", "H", "H", "H", "H", "H", "H", "H", "H", "H", "H", "H", "H", "H", "H", "H", "H", "H", "H", "H", "H", "H", "H", "H", "H", "H", "H", "H"], "xyz": [[0.789, 0.110, -0.494], [-3.533, 0.415, 5.578], [-2.344, 0.302, 4.667], [-1.083, 0.591, 5.053], [0.040, 0.492, 4.161], [1.249, 0.835, 4.763], [2.499, 1.037, 4.375], [3.137, 1.072, 3.060], [3.739, -0.260, 2.649], [4.418, -0.109, 1.301], [4.860, -1.395, 0.791], [5.377, -1.500, -0.485], [4.886, -0.934, -1.686], [5.799, -0.866, -2.761], [5.486, -0.345, -4.003], [6.508, -0.274, -5.106], [4.198, 0.120, -4.187], [3.216, 0.043, -3.179], [1.902, 0.504, -3.606], [0.848, 0.558, -2.903], [-0.402, 1.007, -3.472], [-1.494, -0.087, -3.395], [-1.276, -1.229, -2.385], [-1.208, -1.652, 0.156], [-1.978, -0.756, 1.052], [-1.519, -0.291, 2.408], [-2.515, -0.151, 3.327], [-0.146, 0.025, 2.790], [0.825, -0.130, 2.025], [3.522, -0.506, -1.909], [2.665, -0.738, -0.941], [-3.239, 0.784, 6.560], [-4.022, -0.552, 5.715], [-4.278, 1.102, 5.171], [-0.898, 0.922, 6.070], [1.157, 1.000, 5.833], [3.124, 1.245, 5.135], [3.918, 1.834, 3.132], [2.410, 1.402, 2.327], [2.942, -0.999, 2.574], [4.456, -0.596, 3.408], [5.261, 0.597, 1.374], [3.706, 0.302, 0.590], [5.406, -1.908, 1.466], [6.291, -2.078, -0.562], [6.807, -1.227, -2.583], [7.451, -0.722, -4.794], [6.711, 0.759, -5.395], [6.167, -0.802, -5.999], [3.912, 0.543, -5.144], [1.854, 0.827, -4.656], [-0.267, 1.304, -4.520], [-0.721, 1.894, -2.924], [-1.570, -0.548, -4.382], [-2.457, 0.398, -3.215], [-0.210, -1.412, -2.241], [-1.645, -2.148, -2.848], [-2.957, -1.219, 1.225], [-3.524, -0.413, 3.019], [-4.157, 2.334, 0.720], [-3.896, 2.730, -0.755], [-4.606, 1.827, -1.773], [-2.437, 3.088, -1.081], [-2.323, 4.268, -1.820], [-1.131, 4.930, -2.035], [-0.026, 4.466, -1.341], [-0.067, 3.296, -0.605], [1.120, 3.020, 0.312], [1.180, 4.082, 1.417], [2.464, 2.959, -0.423], [-1.230, 2.458, -0.632], [-1.069, 1.151, -0.231], [-2.132, 0.197, -0.169], [-1.979, -1.127, -1.020], [-3.281, -1.865, -1.140], [-3.376, -3.094, -0.644], [-2.258, -3.690, 0.115], [-1.250, -3.020, 0.525], [-2.312, -5.174, 0.443], [-3.649, -5.524, 1.109], [-1.172, -5.570, 1.378], [-2.180, -5.941, -0.881], [-4.832, 3.049, 1.190], [-3.237, 2.317, 1.306], [-4.626, 1.351, 0.811], [-4.399, 3.691, -0.874], [-4.203, 0.815, -1.813], [-4.518, 2.253, -2.774], [-5.669, 1.751, -1.530], [-3.238, 4.698, -2.215], [-1.089, 5.831, -2.632], [0.890, 5.047, -1.349], [0.946, 2.076, 0.831], [1.341, 5.077, 0.998], [2.001, 3.872, 2.108], [0.248, 4.104, 1.984], [2.714, 3.936, -0.843], [2.461, 2.247, -1.251], [3.272, 2.684, 0.260], [-3.111, 0.634, -0.247], [-4.098, -1.415, -1.694], [-4.277, -3.677, -0.779], [-3.831, -4.896, 1.984], [-3.624, -6.563, 1.441], [-4.496, -5.421, 0.430], [-1.241, -5.036, 2.326], [-0.202, -5.339, 0.942], [-1.228, -6.643, 1.576], [-2.963, -5.657, -1.588], [-2.262, -7.015, -0.701], [-1.212, -5.742, -1.344]], "mulliken_spin": [-0.013, 0.000, 0.000, 0.000, 0.000, 0.000, 0.000, 0.001, 0.005, 0.013, 0.138, 0.567, -0.135, 0.151, -0.098, 0.001, 0.221, -0.085, 0.006, -0.024, 0.004, -0.001, -0.002, -0.001, 0.000, 0.000, 0.000, 0.005, 0.012, 0.171, 0.052, 0.000, 0.000, 0.000, 0.000, 0.000, 0.000, -0.008, 0.003, 0.005, -0.009, 0.017, -0.014, -0.015, 0.013, -0.002, 0.001, -0.004, -0.004, 0.023, 0.001, -0.001, 0.000, 0.001, 0.000, 0.002, 0.000, 0.000, 0.000, 0.000, 0.000, 0.000, 0.000, 0.000, 0.000, 0.001, -0.002, -0.001, 0.000, 0.001, -0.002, 0.001, -0.002, 0.001, 0.000, 0.000, 0.000, 0.000, 0.000, 0.000, 0.000, 0.000, 0.000, 0.000, 0.000, 0.000, 0.000, 0.000, 0.000, 0.000, 0.000, 0.000, 0.004, 0.000, 0.000, 0.000, 0.000, 0.000, 0.002, 0.001, 0.000, 0.000, 0.000, 0.000, 0.000, 0.000, 0.000, 0.000, 0.000, 0.000, 0.000], "orbital_gap_ev": [5.1, 6.4], "spin_multiplicity": 2, "largest_force_ev_per_a": 0.112, "homo_ev": [-5.3, -6.6], "lumo_energy_ev": [-0.21, -0.21], "e_tot_ev": -64796.3907, "relative_energy_kj_mol": 0.0, "charge": 0}